# 1
DFT (ωB97M-V/def2-TZVPD) results for an isolated molecule of C3H4N2O in a non-equilibrium geometry.

Values from the calculation:
Spin multiplicity   1
F_max   1.63 eV/Å
Net charge   0
SMILES   C=C=NC(N)=O
LUMO   0.78 eV
Orbital gap   10.095 eV

Each line ends with the natural charge from an NBO analysis.
Atoms and positions in Å:
C  -2.28  -0.10  0.50  -0.67
C  -1.14  0.30  0.05  0.57
N  -0.04  0.74  -0.27  -0.59
C  0.93  -0.29  -0.10  0.76
N  2.17  0.14  -0.37  -0.81
O  0.62  -1.45  0.13  -0.63
H  -2.59  0.91  0.79  0.28
H  -2.93  -0.84  0.05  0.27
H  2.37  1.13  -0.45  0.41
H  2.90  -0.55  -0.33  0.41

=====

# 2
DFT (ωB97M-V/def2-TZVPD) results for a cluster of 2 separate species, C3H4N2O in total in a non-equilibrium geometry.

Values from the calculation:
Spin multiplicity   1
F_max   4.01 eV/Å
Net charge   0
LUMO   -0.65 eV
Orbital gap   9.226 eV

Each line ends with the natural charge from an NBO analysis.
Atoms and positions in Å:
C  0.21  -1.02  1.69  0.15
C  0.46  0.17  0.90  0.45
C  -0.41  0.02  -0.33  -0.25
N  0.10  -1.88  2.43  -0.23
N  -0.30  1.00  -1.32  -0.86
O  1.38  0.95  1.14  -0.46
H  -1.57  -0.21  -0.16  0.24
H  -0.01  -1.29  -0.79  0.18
H  -0.30  0.54  -2.23  0.38
H  0.43  1.72  -1.33  0.40

=====

# 3
DFT (ωB97M-V/def2-TZVPD) results for an isolated molecule of C3H4N2O.

Values from the calculation:
Spin multiplicity   1
F_max   0.56 eV/Å
Net charge   0
SMILES   [H]/N=C(\O)[C@@H]1C=N1
LUMO   0.68 eV
Orbital gap   10.720 eV

Each line ends with the natural charge from an NBO analysis.
Atoms and positions in Å:
H  2.40  0.14  -0.67  0.35
N  1.60  0.38  -0.08  -0.69
C  0.59  -0.30  -0.43  0.53
O  0.61  -1.16  -1.49  -0.68
C  -0.70  -0.25  0.34  -0.25
C  -1.06  0.84  1.21  0.09
N  -0.59  -0.12  1.85  -0.24
H  -0.24  -1.60  -1.59  0.48
H  -1.47  -0.95  0.01  0.18
H  -1.48  1.83  1.36  0.22

=====

# 4
DFT (ωB97M-V/def2-TZVPD) results for an isolated molecule of C3H4N2O in a non-equilibrium geometry.

Values from the calculation:
Spin multiplicity   1
F_max   9.13 eV/Å
Net charge   0
SMILES   [H]/N=C(/C#N)OC
LUMO (alpha / beta)   -0.34 / -0.34 eV
Orbital gap (alpha / beta)   9.647 / 9.646 eV

Each line ends with the natural charge from an NBO analysis.
Atoms and positions in Å:
H  -1.28  0.74  -1.68  0.33
N  -0.74  1.55  -1.85  -0.66
C  0.35  1.78  -0.79  0.46
C  0.68  3.13  -1.01  0.19
N  0.86  4.26  -1.07  -0.24
O  0.79  1.24  0.30  -0.43
C  0.40  -0.08  0.63  -0.27
H  1.34  -0.54  1.12  0.22
H  0.18  -0.70  -0.18  0.20
H  -0.54  -0.09  1.16  0.20